Record 1
C38H36F2LuN6O3S as an isolated structure, computed with the ωB97M-V functional and the def2-TZVPD basis.

```
87
Properties=species:S:1:pos:R:3:forces:R:3:lowdin_charge:R:1
Lu 1.908 1.261 -0.084 0.3 1.2 0.7 1.74
C -1.819 -1.109 -6.052 -0.2 -0.2 0.5 -0.05
C -1.702 -1.876 -4.721 -0.3 0.0 0.2 -0.54
C -1.070 -3.269 -4.942 0.4 0.5 -0.2 -0.03
C -3.104 -2.085 -4.111 -0.1 0.3 -0.1 -0.03
C -0.851 -1.086 -3.729 0.7 0.7 -0.3 -0.10
C -0.205 0.140 -4.078 -1.2 -1.4 -0.5 0.03
C 0.555 0.780 -3.149 0.6 0.6 1.2 -0.11
N 0.778 0.349 -1.870 -1.0 -2.1 -1.2 -0.05
C 0.204 -0.881 -1.525 -0.6 1.7 -2.4 -0.17
C -0.625 -1.563 -2.439 0.3 0.4 0.7 0.07
C 0.418 -1.408 -0.200 0.3 -1.5 2.9 -0.17
C -0.135 -2.655 0.230 0.6 0.9 -0.6 0.08
C 0.131 -3.155 1.504 0.4 0.3 0.7 -0.10
C 0.958 -2.377 2.360 -0.6 -0.4 -0.5 0.04
C 1.460 -1.180 1.903 -0.3 -0.6 0.0 -0.09
N 1.197 -0.692 0.677 -0.6 -1.0 -0.7 -0.05
C -0.419 -4.491 2.011 -0.1 0.1 -0.1 -0.54
C -1.259 -4.262 3.285 -0.2 0.0 -0.2 -0.03
C -1.244 -5.163 0.914 0.1 0.1 0.2 -0.05
C 0.756 -5.403 2.411 -0.2 0.2 -0.2 -0.03
H -2.435 -1.683 -6.746 0.1 0.1 0.0 0.10
H -0.826 -0.958 -6.473 -0.1 0.0 -0.3 0.09
H -2.302 -0.130 -5.906 0.1 -0.3 -0.1 0.10
H -1.640 -3.833 -5.682 -0.1 0.0 0.2 0.10
H -0.988 -3.838 -4.018 -0.2 -0.1 0.1 0.08
H -0.057 -3.172 -5.334 0.1 0.0 -0.1 0.09
H -3.747 -2.614 -4.820 0.1 0.1 0.0 0.10
H -3.563 -1.126 -3.862 -0.1 0.0 -0.1 0.10
H -3.093 -2.678 -3.199 0.2 -0.1 0.1 0.08
H -0.368 0.558 -5.082 0.3 -0.1 0.7 0.12
H 1.026 1.731 -3.417 -0.1 -0.2 0.2 0.13
H -1.139 -2.460 -2.094 0.3 0.3 -0.3 0.11
H -0.717 -3.259 -0.474 0.3 0.4 0.5 0.10
H 1.178 -2.714 3.378 0.0 0.2 -0.5 0.13
H 2.101 -0.610 2.556 0.1 0.4 -0.1 0.12
H -2.091 -3.577 3.138 0.0 0.2 -0.2 0.09
H -0.636 -3.863 4.080 0.0 0.0 0.2 0.08
H -1.695 -5.202 3.636 0.2 0.0 -0.1 0.10
H -2.088 -4.567 0.590 -0.3 0.3 0.1 0.09
H -1.651 -6.096 1.276 0.0 -0.3 0.1 0.09
H -0.635 -5.350 0.036 0.2 -0.3 -0.1 0.09
H 1.343 -4.967 3.214 0.1 0.0 0.1 0.08
H 1.416 -5.599 1.573 0.1 -0.1 -0.2 0.09
H 0.355 -6.345 2.768 0.0 -0.2 0.0 0.10
F 3.886 3.694 4.697 0.6 -0.3 -0.6 0.08
C 4.229 2.976 3.604 -0.5 0.4 -0.3 -0.24
C 3.264 2.868 2.580 0.3 -0.4 0.9 -0.08
C 3.461 1.963 1.542 -0.2 0.5 -0.8 -0.23
C 4.725 1.353 1.381 0.8 0.4 1.1 -0.17
C 5.690 1.575 2.396 -0.4 -0.1 -0.6 -0.20
F 6.885 0.958 2.299 0.0 0.3 0.4 0.06
C 5.481 2.371 3.513 -0.2 -0.2 0.2 0.09
C 5.025 0.584 0.161 -0.2 -0.6 -0.7 -0.18
C 6.261 -0.040 -0.141 -0.1 0.3 0.3 0.03
C 6.379 -0.838 -1.277 0.2 0.2 0.4 -0.02
C 5.304 -0.972 -2.155 0.3 -0.3 -0.2 -0.05
C 4.140 -0.315 -1.819 -0.6 0.3 -0.7 -0.15
N 3.975 0.454 -0.730 1.1 -0.4 0.5 -0.07
H 2.347 3.465 2.660 0.4 -0.4 0.2 0.10
H 6.268 2.465 4.274 -0.5 0.0 -0.4 0.15
H 7.117 0.127 0.538 -0.8 -0.4 -0.8 0.12
H 7.327 -1.360 -1.440 -0.4 0.2 -0.1 0.13
H 5.390 -1.568 -3.079 -0.2 0.4 0.7 0.13
H 3.262 -0.353 -2.488 0.6 -0.1 0.3 0.10
O -5.931 5.316 -0.940 -0.2 1.1 1.5 -0.41
S -6.426 6.023 0.273 0.3 -0.8 -1.3 0.46
O -7.806 5.644 0.568 1.0 0.7 0.3 -0.36
O -6.009 7.424 0.431 -0.7 -0.8 -0.4 -0.36
C -5.361 5.388 1.629 -1.4 0.6 -2.1 -0.36
N -5.745 5.644 2.859 0.4 -0.7 0.6 0.15
C -4.952 5.155 3.804 -0.8 0.7 0.8 -0.10
C -3.731 4.544 3.566 0.1 -0.6 -1.0 0.02
C -3.473 4.341 2.188 0.0 0.5 0.7 -0.23
N -4.274 4.772 1.210 0.6 -0.6 1.3 0.15
C -2.293 3.630 1.680 0.4 -0.7 -0.2 -0.10
C -1.343 3.021 2.520 0.5 0.0 -0.7 0.03
C -0.262 2.366 1.919 -0.4 0.6 -0.3 -0.14
N -0.049 2.333 0.567 -1.1 0.2 0.6 -0.13
C -1.044 2.864 -0.225 0.8 -0.2 0.4 -0.11
C -2.165 3.476 0.275 0.0 0.1 0.1 0.04
H -5.402 5.296 4.789 0.7 -0.1 0.1 0.12
H -3.078 4.188 4.374 -0.4 0.2 -0.5 0.10
H -1.406 3.107 3.614 0.0 -0.2 -0.7 0.12
H 0.484 1.876 2.545 0.0 0.1 -0.1 0.09
H -0.884 2.791 -1.303 0.0 0.0 0.3 0.10
H -2.947 3.869 -0.397 0.4 -0.1 0.5 0.14
```
Forces are in eV/Å.

Properties
* HOMO level: -8.61 eV
* LUMO: -5.126 eV
* gap between HOMO and LUMO: 3.479 eV
* maximum force: 0.064 Eh/bohr
* relative energy (zero: lowest compared OMol25 entry of this formula, charge and spin): 0.00 kJ/mol
* total charge: +1

Record 2
A 7-piece molecular cluster, C38H36F32O8S2 overall, computed with the ωB97M-V functional and the def2-TZVPD basis.

```
116
Properties=species:S:1:pos:R:3:forces:R:3:lowdin_charge:R:1
C 1.999 -1.323 -0.216 0.2 -0.7 -1.2 -0.05
C 2.925 -0.216 0.295 0.7 -0.6 0.1 -0.48
C 3.797 0.412 -0.791 -1.8 3.0 -3.6 -0.28
F 4.874 1.169 -0.523 1.2 -1.2 1.6 0.10
F 4.063 -0.338 -1.919 0.3 -0.8 1.4 0.07
F 2.291 0.773 0.933 -1.1 1.0 -0.4 0.14
F 3.682 -0.725 1.257 1.3 -1.5 1.0 0.13
O 1.048 -0.815 -1.134 -1.2 0.4 -2.0 0.02
C 0.724 -1.523 -2.324 -0.6 1.1 0.8 -0.49
C -0.661 -1.068 -2.957 0.9 4.4 0.1 -0.33
F -0.983 -1.786 -3.996 -0.4 -2.5 -0.8 0.14
F -1.707 -0.874 -2.127 -0.4 -1.6 1.3 0.08
F 1.642 -1.378 -3.309 -0.1 0.3 0.5 0.14
F 0.657 -2.816 -2.081 0.1 -1.4 0.5 0.17
H 1.472 -1.867 0.567 0.2 0.4 0.4 0.15
H 2.632 -2.031 -0.751 0.3 -0.1 0.3 0.14
H 3.193 1.216 -1.211 -1.1 -0.3 0.1 0.17
H -0.648 -0.061 -3.374 1.6 0.4 0.1 0.16
C -10.443 -4.521 -5.244 1.0 -0.4 1.7 0.01
C -11.819 -4.748 -4.541 1.1 1.9 -0.2 -0.49
C -11.832 -4.459 -3.013 1.6 2.5 -0.4 -0.42
F -12.920 -4.805 -2.429 -3.8 -0.9 0.4 0.16
F -10.905 -5.000 -2.273 3.3 -2.6 0.7 0.12
F -12.708 -3.892 -5.009 -1.6 1.8 -0.7 0.13
F -12.300 -5.935 -4.868 0.4 -1.5 0.1 0.16
O -9.763 -3.211 -4.975 0.5 -0.9 -1.2 0.00
C -8.553 -3.028 -5.722 -1.4 -2.7 0.8 -0.42
C -7.969 -1.660 -5.271 0.9 0.6 0.2 -0.27
F -7.522 -1.653 -3.995 -0.6 -0.9 0.2 0.09
F -6.857 -1.283 -5.971 -1.1 -0.5 -0.6 0.09
F -7.701 -4.112 -5.474 -0.8 1.8 -0.3 0.10
F -8.849 -3.124 -7.069 0.7 0.8 1.3 0.11
H -10.376 -4.787 -6.299 -0.6 0.2 0.1 0.14
H -9.956 -5.300 -4.658 1.2 0.0 -0.4 0.13
H -11.611 -3.417 -2.779 -0.7 0.8 -1.2 0.17
H -8.772 -0.924 -5.304 0.1 0.1 -0.5 0.17
C 4.791 -1.098 -10.185 -2.0 0.4 -0.7 -0.09
C 3.982 -0.649 -8.945 1.0 -1.7 -0.9 -0.43
C 4.644 0.561 -8.293 -0.1 1.1 1.4 -0.30
F 5.776 0.156 -7.711 0.4 -0.7 0.7 0.11
F 5.061 1.551 -9.129 -0.8 -0.4 -0.9 0.09
F 2.659 -0.506 -9.205 0.5 1.1 -0.7 0.12
F 3.980 -1.746 -8.139 0.6 0.4 1.0 0.11
O 6.147 -1.266 -9.955 1.6 -1.6 0.3 0.02
C 6.745 -2.347 -10.622 -1.1 0.5 1.0 -0.42
C 8.267 -2.236 -10.294 -0.8 3.0 -1.6 -0.39
F 8.534 -1.950 -9.039 -0.4 0.0 1.6 0.15
F 9.002 -3.218 -10.666 1.1 -3.8 -0.7 0.16
F 6.166 -3.581 -10.302 0.8 1.8 -0.4 0.11
F 6.555 -2.150 -11.960 0.3 -0.7 0.5 0.13
H 4.654 -0.323 -10.939 -0.2 -0.2 -0.3 0.15
H 4.326 -2.053 -10.429 -0.1 0.1 -0.5 0.15
H 4.011 1.044 -7.550 -0.2 -0.2 0.1 0.17
H 8.648 -1.439 -10.933 -0.6 0.9 0.1 0.17
C -0.283 7.783 5.264 -0.3 -1.6 1.3 -0.06
C -0.721 9.243 5.416 -0.5 -2.4 -1.7 -0.48
C -2.017 9.446 6.284 1.4 -1.3 1.6 -0.28
F -2.503 10.668 6.167 -0.8 0.4 -0.9 0.13
F -3.012 8.463 6.222 1.4 1.4 -0.7 0.06
F 0.270 9.925 5.962 0.5 1.0 1.0 0.16
F -0.855 9.671 4.160 -0.6 1.2 -1.1 0.13
O 1.048 7.635 4.725 0.0 -1.2 0.7 0.04
C 1.521 6.291 4.589 2.6 2.5 1.5 -0.57
C 2.984 6.355 4.067 -1.6 2.3 -3.5 -0.38
F 3.895 6.933 4.775 1.7 0.3 3.1 0.16
F 3.410 5.196 3.572 0.0 -1.3 0.6 0.12
F 1.509 5.514 5.682 -0.8 0.3 0.9 0.16
F 0.869 5.690 3.675 -2.3 -1.7 -2.3 0.21
H -1.011 7.175 4.727 -0.1 0.5 -0.7 0.14
H -0.360 7.321 6.248 0.5 0.1 0.4 0.14
H -1.564 9.401 7.274 -0.4 -0.4 0.5 0.16
H 2.943 7.043 3.222 -0.7 -0.1 -0.7 0.17
C 4.968 1.708 9.099 0.0 -0.5 -0.3 -0.26
S 5.941 2.587 7.767 2.2 -0.4 0.7 0.83
O 7.433 2.626 8.134 -2.2 0.0 -0.2 -0.59
C 5.916 1.340 6.449 -1.2 -0.8 0.8 -0.27
H 5.258 0.714 9.438 0.8 -0.1 -0.6 0.05
H 3.963 1.549 8.710 -0.2 0.5 0.0 0.04
H 4.963 2.278 10.029 -0.1 0.6 -0.4 0.04
H 4.888 1.067 6.209 -0.3 0.5 -0.2 0.04
H 6.266 0.413 6.903 0.8 0.2 -0.2 0.05
H 6.430 1.665 5.544 0.2 0.1 0.5 0.06
C -1.373 4.049 -1.715 -0.9 0.4 -1.3 -0.24
S -0.614 4.166 -3.413 1.3 -0.7 -0.4 0.82
O 0.159 2.894 -3.672 -0.7 0.7 0.3 -0.59
C -2.022 4.156 -4.581 -1.3 -0.2 0.8 -0.27
H -0.620 3.872 -0.947 0.1 -0.2 -0.5 0.05
H -2.194 3.332 -1.717 0.2 -0.2 0.2 0.05
H -1.802 5.037 -1.545 0.0 0.1 0.1 0.04
H -2.582 3.221 -4.555 0.2 -0.2 0.4 0.05
H -1.856 4.332 -5.643 1.1 0.1 0.3 0.05
H -2.714 4.939 -4.270 0.0 0.1 0.2 0.04
C 0.781 -7.247 7.660 0.3 -0.8 -1.9 -0.06
C 1.372 -6.413 8.599 -1.3 -0.5 -1.1 -0.06
C 1.268 -5.069 8.329 0.7 0.8 -0.1 0.00
C 0.839 -4.575 7.065 0.6 0.6 1.6 -0.09
C 0.179 -5.419 6.207 -1.2 -1.0 -1.2 -0.11
C 0.163 -6.784 6.475 0.3 0.1 1.5 0.01
C -0.671 -4.923 5.055 -0.9 -1.2 -3.3 -0.22
O -1.258 -5.667 4.209 1.9 1.7 3.2 0.06
C -0.751 -3.448 4.844 -1.1 1.6 0.6 -0.06
C -1.624 -2.817 3.878 1.3 -1.6 0.7 0.00
C -1.589 -1.468 3.673 0.3 0.9 0.2 -0.09
C -0.916 -0.605 4.552 0.3 -1.5 -0.5 -0.04
C -0.203 -1.206 5.589 0.3 1.3 -0.2 -0.03
C -0.057 -2.573 5.731 0.7 -1.4 -0.8 -0.07
C 0.996 -3.124 6.732 -1.9 1.3 1.4 -0.24
O 1.677 -2.359 7.405 -0.3 -1.0 -1.1 0.09
H 0.937 -8.315 7.692 -0.3 -0.2 0.5 0.10
H 1.801 -6.858 9.485 0.0 0.4 0.2 0.11
H 1.537 -4.427 9.154 0.4 0.7 -0.5 0.12
H -0.377 -7.448 5.816 0.1 -0.1 -0.1 0.12
H -2.239 -3.345 3.164 0.2 -0.7 0.3 0.11
H -2.033 -1.140 2.745 -0.3 0.5 0.2 0.11
H -0.794 0.437 4.296 -0.2 0.1 0.4 0.11
H 0.344 -0.543 6.244 0.2 -0.2 0.2 0.11
```
Forces are in eV/Å.

Properties
* HOMO level: -8.78 eV
* LUMO: -1.342 eV
* gap between HOMO and LUMO: 7.441 eV
* maximum force: 0.098 Eh/bohr

Record 3
C38H36FN6O5S5Zr as an isolated structure, computed with the ωB97M-V functional and the def2-TZVPD basis.

```
92
Properties=species:S:1:pos:R:3:forces:R:3:lowdin_charge:R:1
Zr -0.717 1.269 0.324 1.1 0.2 0.2 1.49
C -0.293 4.764 1.645 0.0 0.0 0.0 -0.50
C -0.576 5.221 0.223 0.0 0.0 -0.1 -0.46
S -1.298 3.912 -0.807 -0.2 0.0 0.1 0.88
C -0.326 4.024 -2.328 0.0 0.0 0.0 -0.49
C 1.159 3.730 -2.182 0.0 0.0 0.0 -0.48
S 1.449 2.142 -1.354 0.0 0.0 -0.1 0.90
C 2.649 2.602 -0.082 0.0 0.0 0.0 -0.48
C 2.197 3.620 0.956 0.0 0.0 0.0 -0.46
S 0.636 3.223 1.807 -0.1 -0.1 0.1 0.89
H -1.222 4.555 2.180 0.0 0.0 0.0 0.02
H 0.226 5.553 2.191 0.0 0.0 0.0 0.10
H 0.326 5.586 -0.269 0.0 0.0 0.0 0.07
H -1.286 6.048 0.250 0.0 0.0 0.0 0.09
H -0.485 5.009 -2.767 0.0 0.0 0.0 0.09
H -0.796 3.297 -2.994 0.0 0.0 0.0 0.08
H 1.667 4.518 -1.627 0.0 0.0 0.0 0.07
H 1.613 3.690 -3.172 0.0 0.0 0.0 0.09
H 3.542 2.981 -0.583 0.0 0.0 0.0 0.09
H 2.900 1.650 0.381 0.0 0.0 0.0 0.08
H 2.102 4.617 0.527 0.0 0.0 0.0 0.07
H 2.966 3.680 1.726 0.0 0.0 0.0 0.09
C 0.418 -5.805 2.878 0.0 0.0 0.0 -0.07
C 1.369 -4.651 3.171 -0.1 0.0 -0.1 -0.21
N 1.104 -3.473 2.364 0.1 0.1 0.1 -0.05
C 0.264 -2.514 2.865 -0.1 0.0 0.0 0.00
C 0.093 -1.310 2.283 0.2 0.2 0.2 -0.09
C -0.930 -0.438 2.885 -0.1 -0.3 -0.1 -0.53
O -1.544 -0.682 3.896 0.1 0.2 0.1 0.08
O -1.203 0.672 2.160 -0.1 -0.1 -0.1 -0.38
C 0.852 -1.004 1.082 -0.3 -0.3 -0.1 -0.28
O 0.960 0.264 0.586 -0.4 0.0 -0.1 -0.39
C 1.599 -2.020 0.471 0.0 0.1 -0.1 -0.09
C 2.282 -1.834 -0.752 0.0 0.0 0.0 0.04
C 3.010 -2.872 -1.299 0.1 0.0 0.1 -0.23
F 3.695 -2.638 -2.459 0.0 0.0 0.0 0.03
C 3.085 -4.124 -0.738 0.0 0.0 -0.1 -0.22
C 2.414 -4.319 0.498 -0.1 0.0 0.0 0.03
C 1.718 -3.305 1.105 -0.1 -0.1 0.0 -0.12
N 3.856 -5.202 -1.285 0.1 0.0 0.1 -0.11
C 5.259 -5.169 -0.917 0.0 0.0 -0.1 -0.15
C 5.895 -6.519 -1.186 0.0 0.0 0.0 -0.09
N 5.701 -6.845 -2.645 0.0 0.0 0.0 0.05
C 4.237 -6.853 -3.010 0.0 0.0 0.0 -0.09
C 3.676 -5.480 -2.694 0.0 0.0 0.0 -0.16
H 0.649 -6.661 3.514 0.0 0.0 0.0 0.08
H 0.484 -6.119 1.836 0.0 0.0 0.0 0.07
H -0.612 -5.504 3.072 0.0 0.0 0.0 0.08
H 2.407 -4.949 3.007 0.0 0.0 0.0 0.11
H 1.290 -4.358 4.218 0.0 0.0 0.0 0.12
H -0.298 -2.775 3.751 0.0 0.0 0.0 0.14
H 2.227 -0.887 -1.270 0.0 0.0 0.0 0.10
H 2.469 -5.305 0.938 0.0 0.0 0.0 0.10
H 5.345 -4.949 0.146 0.0 0.0 0.0 0.14
H 5.816 -4.384 -1.461 0.0 0.0 0.0 0.14
H 5.390 -7.304 -0.625 0.0 0.0 0.0 0.14
H 6.963 -6.536 -0.977 0.0 0.0 0.0 0.14
H 6.142 -7.732 -2.882 0.0 0.0 0.0 0.18
H 6.162 -6.119 -3.199 0.0 0.0 0.0 0.18
H 3.769 -7.622 -2.399 0.0 0.0 0.0 0.14
H 4.158 -7.109 -4.065 0.0 0.0 0.0 0.14
H 2.613 -5.469 -2.928 0.0 0.0 0.0 0.15
H 4.160 -4.735 -3.346 0.0 0.0 0.0 0.13
S -2.454 2.871 4.005 0.0 0.0 -0.1 0.76
C -3.444 4.297 3.730 0.0 0.0 0.0 -0.62
C -3.758 5.443 4.432 0.0 0.0 0.0 0.00
C -4.620 6.346 3.812 0.0 0.0 0.1 -0.17
C -4.957 7.565 4.497 0.0 -0.1 -0.1 -0.17
N -5.223 8.540 5.042 0.0 0.0 0.0 0.19
C -5.150 6.092 2.533 0.0 0.0 -0.1 -0.17
C -4.829 4.927 1.836 0.0 0.1 0.0 0.00
C -3.970 4.050 2.462 0.1 0.0 0.0 -0.58
S -3.242 2.503 2.078 -0.1 0.0 0.2 0.75
C -6.037 7.042 1.918 0.0 -0.1 0.1 -0.17
N -6.755 7.781 1.410 0.0 0.0 0.0 0.18
H -3.365 5.653 5.417 0.0 0.0 0.0 0.13
H -5.238 4.734 0.855 0.0 0.0 0.0 0.12
O -1.162 -0.004 -1.486 -0.2 0.2 -0.2 -0.07
C -2.315 0.493 -1.634 0.1 -0.2 0.0 -0.44
N -2.792 1.260 -0.645 0.2 -0.2 0.1 -0.06
C -4.021 1.799 -1.021 0.3 0.2 0.0 -0.43
O -4.640 2.613 -0.383 -0.2 0.0 0.0 0.07
C -4.336 1.239 -2.375 -0.1 -0.2 -0.2 -0.08
C -5.432 1.406 -3.193 0.1 0.0 0.1 0.02
C -5.427 0.734 -4.413 0.0 0.0 -0.1 -0.05
C -4.357 -0.070 -4.795 0.0 0.0 0.0 -0.05
C -3.249 -0.234 -3.968 0.0 0.0 0.0 0.01
C -3.265 0.432 -2.760 -0.1 0.0 -0.1 -0.09
H -6.261 2.035 -2.897 0.0 0.0 0.0 0.13
H -6.274 0.836 -5.079 0.0 0.0 0.0 0.11
H -4.389 -0.576 -5.750 0.0 0.0 0.0 0.11
H -2.414 -0.858 -4.258 0.0 0.0 0.0 0.12
```
Forces are in eV/Å.

Properties
* HOMO level (alpha / beta): -6.23 / -6.22 eV
* LUMO (alpha / beta): -2.648 / -2.648 eV
* gap between HOMO and LUMO (alpha / beta): 3.578 / 3.577 eV
* maximum force: 0.021 Eh/bohr
* relative energy (zero: lowest compared OMol25 entry of this formula, charge and spin): 493.98 kJ/mol
* total charge: +1